No. 1
Computed, not measured: a molecular structure, C5H5Br15, with wB97M-V/def2-TZVPD.

For the LUMO energy, the calculation gives -1.0 eV. The calculation puts the energy above the lowest of the compared OMol25 structures with the same formula, charge and spin at 141.1 kJ/mol. For the HOMO energy, the calculation gives -10.13 eV. The value obtained for the HOMO-LUMO gap is 9.120 eV.

Element x y z (Å)
C: -2.718803 1.521209 -5.318678
C: -2.092383 -0.532921 4.358742
Br: 0.585657 -5.028621 3.579582
C: -0.153013 -0.414411 -0.877038
H: -1.203853 -0.120481 4.836782
Br: 1.265107 -0.996591 -2.137348
Br: -1.808523 -0.298461 -1.909978
H: 1.909647 3.749649 -0.795858
Br: -2.483493 -2.365481 4.885342
Br: 3.054567 3.037249 1.333362
Br: -3.525563 0.005009 -6.347188
C: 2.118417 -4.299851 2.549462
Br: 4.074037 5.144559 -0.707718
Br: 0.139737 1.435879 -0.108988
Br: 3.625667 -4.105051 3.911692
C: 2.957487 3.531699 -0.589388
Br: 1.632127 -2.552931 1.606762
Br: 3.533457 1.938169 -1.614628
Br: -1.012343 2.122409 -6.204838
H: -0.382673 -1.068351 -0.035768
H: 2.415707 -5.046331 1.812922
Br: -3.586513 0.663689 5.000472
Br: -1.811423 -0.514051 2.388962
Br: -4.056973 3.007259 -5.306618
H: -2.476053 1.186759 -4.310058

Atoms 1-2, force components in eV/Å:
C -0.253 0.369 -1.516
C -0.970 0.141 -0.320



No. 2
Computed, not measured: a molecular structure, C5H5Br2N, with wB97M-V/def2-TZVPD.

For the LUMO energy (spin up / spin down), the calculation gives -0.9 / -1.0 eV. The calculation puts the energy above the lowest of the compared OMol25 structures with the same formula, charge and spin at 364.9 kJ/mol. For the HOMO energy (spin up / spin down), the calculation gives -8.59 / -8.63 eV. The value obtained for the HOMO-LUMO gap (spin up / spin down) is 7.645 / 7.624 eV.

Element x y z (Å)
C: -0.758898 1.227288 0.060982
H: -2.686437 1.012614 -0.839734
H: -0.710934 -1.660534 0.929172
C: 0.357551 0.218048 0.294137
C: -0.415815 -1.131688 -0.011688
N: -1.728748 -0.784736 -0.510304
C: -1.894462 0.537564 -0.429066
H: 0.871384 0.225817 1.340910
C: 1.824457 0.010854 -0.327167
H: -0.694039 2.236991 -0.066681
H: 0.215665 -1.776617 -0.663496
Br: 2.655556 -1.583700 0.064805
Br: 2.964725 1.468094 0.158129

Atoms 1-2, force components in eV/Å:
C 0.631 -3.066 -0.926
H -2.781 1.227 -0.847



No. 3
Computed, not measured: a gas-phase ion, C5H5BrClN4 (charge +1), with wB97M-V/def2-TZVPD.

For the LUMO energy, the calculation gives -6.7 eV. The calculation puts the energy above the lowest of the compared OMol25 structures with the same formula, charge and spin at 0.0 kJ/mol. The total charge is +1. For the HOMO energy, the calculation gives -14.21 eV. The value obtained for the HOMO-LUMO gap is 7.488 eV.

Element x y z (Å)
N: -0.651041 1.317507 0.347613
H: -0.985406 1.744740 1.126486
N: 1.127937 -1.288390 -1.068557
C: 1.397346 -2.030611 0.086957
C: 0.159901 0.292530 0.511560
C: -1.089111 1.385708 -1.050018
Cl: -0.788369 -0.328790 2.761304
H: -0.308217 0.464727 -2.678767
Br: -3.154344 1.027435 -0.898708
C: 0.734333 -0.420846 1.666113
N: 1.247073 -1.700018 1.273811
H: -1.081975 2.264158 -1.594253
C: 0.385618 -0.321193 -0.824390
H: 1.497380 0.228583 2.148451
H: 1.845522 -3.061593 -0.144183
N: -0.336648 0.426052 -1.663419

Atoms 1-2, force components in eV/Å:
N 3.205 -3.106 -2.625
H -1.805 2.148 2.491



No. 4
Computed, not measured: 2 unconnected molecules or ions with the total composition C5H5BrN2O, with wB97M-V/def2-TZVPD.

For the LUMO energy (spin up / spin down), the calculation gives -0.9 / -0.9 eV. The calculation puts the energy above the lowest of the compared OMol25 structures with the same formula, charge and spin at 240.1 kJ/mol. For the HOMO energy (spin up / spin down), the calculation gives -7.56 / -8.19 eV. The value obtained for the HOMO-LUMO gap (spin up / spin down) is 6.635 / 7.336 eV.

Element x y z (Å)
H: 2.665460 -1.809031 -0.003284
C: -2.887018 -0.415603 -0.132779
H: -1.322580 1.746640 -0.501716
C: 2.032999 0.126239 0.868400
H: 0.904863 2.014975 1.168681
O: -2.671866 -1.518264 -0.471005
H: 0.168772 -1.240425 -1.424418
N: -1.010096 0.802330 -0.826538
Br: -4.674534 0.219246 0.244226
C: 1.038290 0.989454 0.652184
H: 3.028298 0.292027 1.382420
C: 0.124813 0.475194 -0.296549
N: 0.733024 -0.753495 -0.658081
C: 1.869578 -0.929286 -0.001546

Atoms 1-2, force components in eV/Å:
H -2.403 1.790 -0.654
C 1.270 -2.084 -0.705



No. 5
Computed, not measured: 2 unconnected molecules or ions with the total composition C5H5Cl, with wB97M-V/def2-TZVPD.

For the LUMO energy, the calculation gives 0.8 eV. The calculation puts the energy above the lowest of the compared OMol25 structures with the same formula, charge and spin at 411.2 kJ/mol. For the HOMO energy, the calculation gives -9.57 eV. The value obtained for the HOMO-LUMO gap is 10.383 eV.

Element x y z (Å)
H: 0.201867 -3.588669 -1.340871
C: -0.477846 1.474529 0.403629
C: 0.454850 -2.786246 -0.762011
Cl: -1.993384 -0.568287 -0.341316
C: -0.843715 0.277053 0.649427
H: 1.043312 -0.918130 0.482415
C: 0.184962 2.507693 0.085470
H: 0.865156 2.458852 -0.781481
C: 0.859837 -1.909086 -0.065039
H: 0.101756 3.487050 0.317515
H: -0.396792 -0.434757 1.352257

Atoms 1-2, force components in eV/Å:
H -0.590 -1.469 -1.070
C 0.052 -0.509 0.696



No. 6
Computed, not measured: 2 unconnected molecules or ions with the total composition C5H5Cl, with wB97M-V/def2-TZVPD.

For the LUMO energy, the calculation gives 0.8 eV. The calculation puts the energy above the lowest of the compared OMol25 structures with the same formula, charge and spin at 312.9 kJ/mol. For the HOMO energy, the calculation gives -9.68 eV. The value obtained for the HOMO-LUMO gap is 10.524 eV.

Element x y z (Å)
H: -2.667772 1.406897 2.581172
C: -2.262609 1.198507 1.635142
C: 1.780300 0.427062 -0.917555
H: 0.825347 -2.724711 -0.686309
H: -1.438584 0.720540 -0.395080
H: 2.718691 0.778633 -0.522836
Cl: 1.081016 1.526116 -2.078859
C: 0.630843 -1.778556 -0.208897
C: 1.216192 -0.687185 -0.581354
H: -0.070996 -1.787384 0.609041
C: -1.812427 0.920080 0.565535

Atoms 1-2, force components in eV/Å:
H -0.187 0.153 0.494
C 0.097 -0.184 -0.199



No. 7
Computed, not measured: C5H5Cl in the gas phase, with wB97M-V/def2-TZVPD.

For the LUMO energy, the calculation gives 0.8 eV. The calculation puts the energy above the lowest of the compared OMol25 structures with the same formula, charge and spin at 168.5 kJ/mol. For the HOMO energy, the calculation gives -8.98 eV. The value obtained for the HOMO-LUMO gap is 9.742 eV.

Element x y z (Å)
C: 3.034400 -0.643737 0.057988
C: 1.854474 -0.439738 -0.040237
C: 0.509407 1.628737 0.013114
H: -0.289136 -1.676876 -0.056542
C: -0.558296 -0.656284 0.012570
H: -0.395192 2.076020 -0.472486
C: 0.541740 0.120881 -0.116639
H: 0.506835 1.841570 1.087377
Cl: -2.212574 -0.219661 0.015123
H: 4.075948 -0.701774 0.046703
H: 1.424950 2.136146 -0.422914

Atoms 1-2, force components in eV/Å:
C -0.915 0.215 -0.234
C 0.183 0.088 -0.109



No. 8
Computed, not measured: C5H5Cl2N in the gas phase, with wB97M-V/def2-TZVPD.

For the LUMO energy, the calculation gives -0.1 eV. The calculation puts the energy above the lowest of the compared OMol25 structures with the same formula, charge and spin at 148.1 kJ/mol. For the HOMO energy, the calculation gives -9.86 eV. The value obtained for the HOMO-LUMO gap is 9.737 eV.

Element x y z (Å)
C: 0.755387 -0.047348 -1.331909
N: 1.293848 -3.013653 0.091309
H: 0.241514 -0.322434 -2.195907
H: 0.587761 1.002605 -1.290154
H: -1.956494 1.553733 1.444466
C: -1.126296 1.280499 0.735436
Cl: 0.206989 2.387667 1.239874
C: 0.264271 -0.621718 -0.033631
H: -1.382622 1.222206 -0.332092
C: 0.845587 -1.945967 0.008926
H: 1.800643 -0.331447 -1.605368
C: -0.544575 -0.091908 0.915941
Cl: -0.986013 -1.072236 2.353110

Atoms 1-2, force components in eV/Å:
C 0.893 1.215 0.678
N -0.405 1.288 -0.372



No. 9
Computed, not measured: 2 unconnected molecules or ions with the total composition C5H5Cl3N2O2S, with wB97M-V/def2-TZVPD.

For the LUMO energy, the calculation gives -0.5 eV. The calculation puts the energy above the lowest of the compared OMol25 structures with the same formula, charge and spin at 0.0 kJ/mol. For the HOMO energy, the calculation gives -10.43 eV. The value obtained for the HOMO-LUMO gap is 9.954 eV.

Element x y z (Å)
H: -1.900182 -0.317436 -1.313147
C: 1.586899 0.775544 0.885968
C: 3.167257 0.687013 -0.712011
H: -1.280486 -1.198058 0.115928
N: 2.858689 0.614829 0.568831
C: -1.880328 -0.365699 -0.232282
Cl: 0.096468 3.887260 0.501986
O: -1.708144 2.276408 -0.299203
S: -1.131306 1.150845 0.389113
H: -2.884942 -0.424123 0.167368
C: 1.048016 1.034117 -1.394240
H: 1.316585 0.730746 1.933167
H: 4.207527 0.567131 -0.981996
Cl: -0.053649 1.274576 -2.676753
Cl: 1.780807 4.902414 0.877984
C: 0.607977 0.997098 -0.073600
O: -1.180019 1.171984 1.819452
N: 2.319844 0.883613 -1.706460

Atoms 1-2, force components in eV/Å:
H 0.014 0.004 -0.143
C -0.498 -0.013 0.042



No. 10
Computed, not measured: 2 unconnected molecules or ions with the total composition C5H5ClN2O, with wB97M-V/def2-TZVPD.

For the LUMO energy (spin up / spin down), the calculation gives -1.1 / -1.3 eV. The calculation puts the energy above the lowest of the compared OMol25 structures with the same formula, charge and spin at 480.4 kJ/mol. For the HOMO energy (spin up / spin down), the calculation gives -8.64 / -9.23 eV. The value obtained for the HOMO-LUMO gap (spin up / spin down) is 7.522 / 7.926 eV.

Element x y z (Å)
O: 1.706787 1.929091 0.657899
H: -0.814858 -3.647119 0.038006
H: -1.636580 0.227100 0.688993
C: 1.031350 0.742338 -1.111420
C: 1.735450 1.827300 -0.683299
N: -0.682731 -2.696352 -0.238760
C: 0.559356 0.137801 0.072722
N: -1.808868 -0.599478 0.151309
Cl: -3.858150 -0.978266 0.364177
H: 2.276965 2.583207 -1.216463
H: 0.824247 0.818892 2.178646
C: -1.167021 -1.653984 0.094972
C: 0.958042 0.898319 1.119285
H: 0.876009 0.411153 -2.116065

Atoms 1-2, force components in eV/Å:
O 0.200 0.345 0.270
H -0.142 -0.137 0.250



No. 11
Computed, not measured: a gas-phase ion, C5H5ClNS (charge +1), with wB97M-V/def2-TZVPD.

For the LUMO energy, the calculation gives -5.1 eV. The calculation puts the energy above the lowest of the compared OMol25 structures with the same formula, charge and spin at 372.2 kJ/mol. The total charge is +1. For the HOMO energy, the calculation gives -12.38 eV. The value obtained for the HOMO-LUMO gap is 7.296 eV.

Element x y z (Å)
H: -1.627024 1.407480 -0.129450
H: -2.497882 -0.672835 0.805803
H: 2.585293 1.979709 -0.402059
C: 1.746799 1.375898 -0.212149
S: 0.884680 -1.263603 0.200218
C: 0.524088 1.997822 -0.469689
N: -1.879715 -1.247405 0.145870
C: -0.706954 -0.408474 0.071803
C: 1.964821 0.038033 0.026040
H: -2.368116 -1.292839 -0.834037
C: -0.632030 0.927668 -0.219091
H: -1.602920 -2.230717 0.659661
Cl: 3.608965 -0.610739 0.357078

Atoms 1-2, force components in eV/Å:
H 0.395 -0.002 -0.529
H 0.289 -1.414 -0.968



No. 12
Computed, not measured: C5H5ClO2 in the gas phase, with wB97M-V/def2-TZVPD.

For the LUMO energy, the calculation gives -0.1 eV. The calculation puts the energy above the lowest of the compared OMol25 structures with the same formula, charge and spin at 53.7 kJ/mol. For the HOMO energy, the calculation gives -10.81 eV. The value obtained for the HOMO-LUMO gap is 10.669 eV.

Element x y z (Å)
C: -1.099944 0.803078 1.125330
H: 1.723289 0.597887 -1.521745
Cl: 0.123973 -2.265189 0.330329
O: -2.947387 0.763054 -0.343332
C: 1.534027 -0.333161 -1.067213
O: -0.966274 -0.151446 -0.899017
H: 2.527733 -0.601752 -0.484586
C: 0.145750 0.372125 1.143419
C: -1.801370 0.565591 -0.099303
H: -1.642268 1.264697 1.972276
C: 0.296147 -0.469569 -0.190272
H: 0.909136 0.399421 1.998004
H: 1.197186 -0.944736 -1.963885

Atoms 1-2, force components in eV/Å:
C -0.028 1.761 3.038
H -0.307 1.690 0.059



no.,strongest force on any atom (hartree/bohr)
1,0.0404
2,0.0984
3,0.1007
4,0.1047
5,0.0651
6,0.0120
7,0.0426
8,0.0429
9,0.0153
10,0.0230
11,0.1008
12,0.0683